--- A ---
Formula: C3H10NO3
Source: OMol25
Level of theory: wB97M-V/def2-TZVPD

As for the spin multiplicity: 1. The net charge is +1. The calculation puts the HOMO energy at -15.31 eV. The molecular weight comes out at 108.12 g/mol.

```
17
C3H10NO3 (wB97M-V/def2-TZVPD)
O -0.34 -2.05 -1.22
C -0.69 -0.87 -1.86
C 0.06 0.25 -1.19
N 0.49 -0.10 0.18
C 1.41 0.93 0.70
O -1.53 -0.86 -2.70
H -0.63 -2.80 -1.77
H -0.56 1.13 -1.09
H 0.91 0.60 -1.78
H -0.36 -0.21 0.74
H 0.92 -1.03 0.11
H 1.51 0.79 1.78
H 1.07 1.94 0.51
H 2.37 0.85 0.20
H -2.12 1.03 2.27
H -1.30 -0.26 2.71
O -1.24 0.65 2.41
```

These are the Mulliken partial charges, in e, on atoms 1 to 8: O -0.503; C 0.408; C -0.508; N -0.094; C -0.856; O -0.438; H 0.374; H 0.432



--- B ---
Formula: C3H10NO3
Source: OMol25
Level of theory: wB97M-V/def2-TZVPD

As for the spin multiplicity: 1. The net charge is +1. The calculation puts the HOMO energy at -15.22 eV. The molecular weight comes out at 108.12 g/mol.

```
17
C3H10NO3 (wB97M-V/def2-TZVPD)
O 0.39 -0.22 1.59
C 0.78 -0.08 0.47
O 2.08 0.03 0.16
C -0.06 -0.11 -0.77
C 0.54 -0.95 -1.90
N -1.43 -0.67 -0.51
H 2.52 0.05 1.02
H -0.15 0.90 -1.15
H -0.10 -0.88 -2.78
H 1.47 -0.60 -2.32
H 0.67 -1.99 -1.59
H -2.05 -0.26 -1.19
H -1.71 -0.53 0.47
H -1.44 -1.68 -0.70
H -1.47 1.79 1.84
H -2.63 2.04 0.74
O -1.76 1.69 0.93
```

These are the Mulliken partial charges, in e, on atoms 1 to 8: O -0.542; C 0.459; O -0.414; C 0.297; C -1.563; N -0.230; H 0.375; H 0.221



If you had to bet on the most stable structure above, which would it be? Bet on B.